No. 1
Below is C21H35ClErO5P2 as an isolated structure, with properties calculated with ωB97M-V with the def2-TZVPD basis set.

E_HOMO (spin up / spin down)   -16.2911 / -16.2188 eV
LUMO (spin up / spin down)   -11.76 / -11.83 eV

The geometry in ORCA input format:
```
! RIJCOSX wB97M-V def2-TZVPD def2/J DEFGRID3
* xyz 3 4
C -1.243 -1.153 2.806
C -1.192 -1.107 1.610
C -1.126 -1.047 0.022
P -2.886 -1.508 -0.429
C -3.136 -1.929 -2.199
C -3.666 -2.685 0.741
C -0.796 0.395 -0.663
C 0.107 1.359 0.175
C -0.660 2.129 1.281
O -0.345 3.545 1.322
C 0.649 3.837 2.283
O 0.407 4.621 3.118
C -1.996 1.194 -1.289
C -1.682 2.653 -1.742
C -2.975 3.167 -2.495
Cl -0.325 2.816 -2.909
O -0.121 -0.086 -1.840
C 0.246 -1.446 -1.859
O 0.602 -1.982 -2.812
C 0.075 -1.964 -0.391
C 1.481 -1.708 0.324
C 2.543 -0.965 -0.546
C 3.811 -0.767 0.396
C 3.713 0.535 1.253
C 3.951 1.819 0.360
C 4.631 2.982 1.156
P -0.086 -3.882 -0.182
C -1.400 -4.551 -1.317
O -0.614 -4.175 1.420
H -1.541 -1.353 3.842
H -2.275 -1.728 -2.866
H -3.980 -1.289 -2.572
H -3.498 -2.978 -2.284
H -4.127 -2.108 1.579
H -4.493 -3.257 0.259
H -2.968 -3.422 1.201
H 0.608 2.125 -0.463
H 0.937 0.819 0.683
H -0.292 1.720 2.262
H -1.770 2.063 1.224
H 1.683 3.404 2.290
H -2.778 1.289 -0.482
H -2.446 0.678 -2.168
H -1.543 3.371 -0.903
H -3.028 2.547 -3.423
H -2.906 4.232 -2.777
H -3.905 2.919 -1.933
H 1.391 -1.145 1.282
H 1.930 -2.693 0.589
H 2.218 0.066 -0.804
H 2.908 -1.542 -1.417
H 3.797 -1.647 1.085
H 4.756 -0.757 -0.179
H 2.739 0.602 1.817
H 4.510 0.555 2.034
H 2.988 2.152 -0.093
H 4.633 1.537 -0.473
H 4.590 3.903 0.529
H 4.061 3.232 2.085
H 5.676 2.753 1.439
H -1.225 -5.621 -1.562
H -1.397 -4.025 -2.302
H -2.442 -4.474 -0.929
H -0.049 -3.616 1.971
Er -0.728 1.592 3.867
*
```

No. 2
Below is C31H45O3PdSSb as an isolated structure, with properties calculated with ωB97M-V with the def2-TZVPD basis set.

E_HOMO   -6.5693 eV
LUMO   0.70 eV

The geometry in ORCA input format:
```
! RIJCOSX wB97M-V def2-TZVPD def2/J DEFGRID3
* xyz 0 1
Pd 0.630 0.375 -1.080
C -0.492 -3.065 -2.334
O 0.134 -1.833 -2.632
C 1.324 -1.982 -3.399
C 2.575 -2.107 -2.532
O 2.895 -0.948 -1.784
C 3.534 0.061 -2.546
H -0.852 -3.546 -3.251
H -1.334 -2.851 -1.682
H 0.181 -3.756 -1.814
H 1.386 -1.113 -4.053
H 1.252 -2.881 -4.022
H 3.424 -2.380 -3.173
H 2.419 -2.901 -1.799
H 4.507 -0.293 -2.908
H 3.681 0.905 -1.874
H 2.931 0.379 -3.401
C -0.003 -2.238 4.460
C 0.949 -1.071 4.416
C 1.508 -0.661 5.627
C 2.425 0.374 5.700
C 2.821 1.016 4.541
C 2.274 0.625 3.330
C 1.334 -0.402 3.245
Sb 0.486 -0.549 1.246
C -0.454 -2.487 1.220
C -1.829 -2.630 1.064
C -2.410 -3.889 1.010
C -1.611 -5.018 1.091
C -0.234 -4.880 1.202
C 0.360 -3.624 1.263
C 1.858 -3.496 1.374
C -1.114 0.784 1.873
C -2.202 0.313 2.604
C -3.238 1.154 2.985
C -3.184 2.495 2.648
C -2.081 2.986 1.965
C -1.034 2.152 1.575
C 0.170 2.758 0.904
H -0.390 -2.378 5.469
H 0.512 -3.157 4.174
H -0.840 -2.106 3.782
H 1.209 -1.164 6.539
H 2.831 0.670 6.659
H 3.552 1.814 4.577
H 2.604 1.125 2.425
H -2.456 -1.750 0.971
H -3.483 -3.985 0.902
H -2.055 -6.004 1.054
H 0.391 -5.765 1.241
H 2.340 -4.471 1.325
H 2.140 -3.018 2.317
H 2.251 -2.871 0.567
H -2.236 -0.731 2.896
H -4.077 0.762 3.548
H -3.987 3.166 2.926
H -2.020 4.044 1.738
H -0.006 3.805 0.652
H 0.443 2.197 -0.019
H 1.031 2.710 1.573
C -3.845 1.515 -1.716
C -2.318 1.515 -1.743
C -1.726 1.502 -3.146
S 0.113 1.397 -3.096
O 0.560 1.079 -4.472
C 0.453 3.188 -2.880
C 0.372 3.972 -4.180
C 1.094 5.314 -4.069
H -4.191 1.571 -0.683
H -4.251 0.608 -2.168
H -4.241 2.379 -2.255
H -1.949 0.632 -1.210
H -1.974 2.402 -1.207
H -1.999 2.391 -3.717
H -2.035 0.614 -3.699
H 1.461 3.229 -2.462
H -0.247 3.558 -2.128
H -0.674 4.137 -4.451
H 0.822 3.373 -4.972
H 0.732 5.885 -3.211
H 0.938 5.907 -4.970
H 2.167 5.162 -3.944
*
```

No. 3
Below is CBrN3O2 as an isolated structure, with properties calculated with ωB97M-V with the def2-TZVPD basis set.

E_HOMO (spin up / spin down)   -7.2468 / -11.3336 eV
LUMO (spin up / spin down)   -0.64 / -4.02 eV

The geometry in ORCA input format:
```
! RIJCOSX wB97M-V def2-TZVPD def2/J DEFGRID3
* xyz 0 3
C 0.242 -1.409 -0.086
N 0.675 -2.465 -0.138
N -0.258 -0.155 -0.066
N 0.341 1.179 0.077
O 1.462 1.125 0.465
O -0.384 1.960 -0.356
Br -2.077 -0.235 0.105
*
```

No. 4
Below is a 2-piece molecular cluster, C5H9NO overall, with properties calculated with ωB97M-V with the def2-TZVPD basis set.

E_HOMO   -8.5813 eV
SMILES string   Cc1cc[nH]c1.O
LUMO   0.86 eV

The geometry in ORCA input format:
```
! RIJCOSX wB97M-V def2-TZVPD def2/J DEFGRID3
* xyz 0 1
C -1.499 0.575 -1.537
C -0.798 0.006 -0.356
C -0.538 0.651 0.895
C 0.168 -0.215 1.680
N 0.302 -1.400 0.994
C -0.284 -1.261 -0.247
H -1.561 1.667 -1.548
H -2.518 0.210 -1.684
H -0.989 0.354 -2.484
H -0.900 1.621 1.191
H 0.613 -0.085 2.651
H 1.071 -2.025 1.163
H -0.143 -2.007 -1.009
O 2.105 1.198 -0.958
H 1.463 0.470 -0.922
H 2.364 1.328 -0.037
*
```

No. 5
Below is C15H31ClMnP2 as an isolated structure, with properties calculated with ωB97M-V with the def2-TZVPD basis set.

E_HOMO (spin up / spin down)   -4.6409 / -3.1397 eV
LUMO (spin up / spin down)   -0.24 / -0.31 eV

The geometry in ORCA input format:
```
! RIJCOSX wB97M-V def2-TZVPD def2/J DEFGRID3
* xyz 0 6
P -0.250 -1.787 -1.380
P 0.291 2.032 -1.078
C -0.431 -0.449 -2.668
C 0.437 0.850 -2.536
H -1.496 -0.201 -2.812
H -0.168 -0.984 -3.601
H 1.489 0.600 -2.721
H 0.174 1.462 -3.413
C -1.347 2.696 -1.448
H -1.678 3.322 -0.620
H -2.098 1.918 -1.601
H -1.292 3.251 -2.381
C 1.395 3.406 -1.429
H 1.027 3.944 -2.310
H 2.409 3.035 -1.618
H 1.396 4.062 -0.549
C -1.291 -3.162 -1.811
H -1.228 -3.886 -0.996
H -0.917 -3.603 -2.738
H -2.327 -2.842 -1.938
C 1.439 -2.328 -1.731
H 2.162 -1.500 -1.774
H 1.410 -2.831 -2.699
H 1.727 -3.001 -0.920
Mn 1.352 0.723 4.570
C 0.391 1.812 0.706
C -1.062 1.534 0.873
C -1.681 0.367 0.312
C -1.873 -0.928 1.146
C -0.755 -1.880 0.845
C 0.637 -1.731 0.931
C 1.291 -0.477 0.478
C 1.394 0.785 1.352
C 0.687 -1.169 4.950
H 0.629 2.773 1.181
H -1.668 2.295 1.382
H -1.064 0.068 -0.564
H -2.655 0.688 -0.074
H -1.919 -0.702 2.217
H -2.852 -1.381 0.879
H -1.106 -2.902 0.948
H 1.245 -2.543 1.354
H 0.786 -0.139 -0.448
H 2.286 -0.777 0.169
H 1.171 0.608 2.474
H 2.450 1.171 1.305
H 1.339 -1.082 5.853
H 1.070 -1.851 4.161
H -0.395 -1.232 5.155
Cl -0.535 1.962 4.616
*
```

No. 6
Below is an isolated ion of composition C6H14N3 and charge +1, with properties calculated with ωB97M-V with the def2-TZVPD basis set.

E_HOMO   -13.1073 eV
SMILES string   CC/[N+](N)=C/N=C(C)C
LUMO   -3.47 eV

The geometry in ORCA input format:
```
! RIJCOSX wB97M-V def2-TZVPD def2/J DEFGRID3
* xyz 1 1
C -3.287 0.021 0.911
C -2.664 -0.186 -0.426
N -1.238 0.170 -0.451
N -0.997 1.612 -0.359
C -0.236 -0.615 -0.755
N 0.990 -0.199 -0.701
C 2.171 -0.166 -0.261
C 3.340 0.090 -1.151
C 2.414 -0.767 1.110
H -2.774 -0.354 1.811
H -3.420 1.040 1.301
H -4.151 -0.492 1.081
H -2.892 -1.325 -0.633
H -3.086 0.426 -1.115
H -1.705 2.133 -0.856
H -0.075 1.894 -0.704
H -0.552 -1.585 -1.081
H 3.807 -0.912 -1.511
H 4.040 0.664 -0.551
H 2.934 0.397 -2.069
H 2.964 0.011 1.749
H 3.233 -1.592 1.189
H 1.556 -1.201 1.401
*
```

No. 7
Below is one molecule with the formula C6H12, with properties calculated with ωB97M-V with the def2-TZVPD basis set.

E_HOMO   -8.6238 eV
LUMO   -0.12 eV

The geometry in ORCA input format:
```
! RIJCOSX wB97M-V def2-TZVPD def2/J DEFGRID3
* xyz 0 1
C 1.214 -2.364 -0.326
C -0.003 -1.526 0.060
C 0.244 -0.023 -0.067
C -0.987 0.796 0.330
C -0.948 2.312 -0.078
C 0.088 2.804 0.846
H 1.512 -2.175 -1.365
H 2.073 -2.135 0.314
H 1.006 -3.435 -0.232
H -0.856 -1.804 -0.574
H -0.298 -1.761 1.091
H 0.524 0.215 -1.103
H -1.876 0.383 -0.163
H -1.162 0.722 1.409
H -1.939 2.727 0.138
H -0.753 2.368 -1.159
H 1.105 0.249 0.558
H 1.057 2.647 0.320
*
```

No. 8
Below is a 2-piece molecular cluster, C2H5BO overall, with properties calculated with ωB97M-V with the def2-TZVPD basis set.

E_HOMO   -11.4152 eV
LUMO   0.62 eV

The geometry in ORCA input format:
```
! RIJCOSX wB97M-V def2-TZVPD def2/J DEFGRID3
* xyz 0 1
B -0.601 -0.878 0.033
C 3.891 0.302 0.022
C -0.015 0.573 -0.026
O 4.821 -0.335 0.001
H 1.044 0.602 -0.274
H -1.705 -1.093 -0.286
H 0.059 -1.759 0.431
H -0.092 0.999 0.976
H -0.549 1.245 -0.692
*
```

Asked for energy above the lowest of the compared OMol25 structures with the same formula, charge and spin across the records above, the calculation gives 0.00, 13.22, 27.48, 20.52, 166.01, 71.30, 98.48, 54.94 kcal/mol in order.
Asked for E_tot across the records above, the calculation gives -3353.954455, -2200.180722, -2926.534783, -325.904860, -2883.622032, -400.936678, -235.661281, -179.246845 hartree in order.